No. 1
Molecular formula: C19H42F5N4O4P
Method: DFT, ωB97M-V/def2-TZVPD

## Properties
- SMILES = CCCCC[PH3]C(F)(F)C(F)(F)F.CN(C)C=O.CN(C)C=O.CN(C)C=O.CN(C)C=O
- frontier orbital gap (eV) = 9.57
- energy relative to the best compared isomer or geometry (same formula, charge and spin) (kJ/mol) = 164.7
- E (eV) = -57407.2579
- HOMO (eV) = -9.0

Atoms and positions in Å:
C1 -6.281 -0.374 1.698
C2 -5.303 -0.635 2.930
C3 -3.786 -0.965 2.531
C4 -3.334 -0.376 1.118
C5 -1.736 -0.164 0.998
P1 -1.356 0.212 -0.865
C6 -1.197 0.526 -2.786
F1 0.125 0.832 -3.148
F2 -2.120 1.582 -3.068
C7 -1.787 -0.768 -3.536
F3 -0.745 -1.323 -4.308
F4 -2.338 -1.716 -2.654
F5 -2.836 -0.458 -4.426
H1 -7.384 -0.475 1.993
H2 -6.162 0.723 1.389
H3 -6.076 -1.005 0.780
H4 -5.711 -1.486 3.579
H5 -5.299 0.297 3.592
H6 -3.642 -2.094 2.621
H7 -3.131 -0.493 3.343
H8 -3.810 0.648 0.940
H9 -3.614 -1.139 0.326
H10 -1.480 0.800 1.561
H11 -1.149 -1.063 1.376
H12 -0.650 1.415 -0.551
H13 -2.777 0.309 -1.062
H14 -0.579 -0.994 -0.962
C8 -11.012 -1.621 -1.047
N1 -10.696 -0.587 -0.084
C9 -10.310 0.727 -0.562
C10 -10.751 -0.809 1.259
O1 -10.499 0.013 2.119
H15 -10.139 -1.798 -1.681
H16 -11.850 -1.289 -1.666
H17 -11.284 -2.551 -0.547
H18 -9.310 0.964 -0.191
H19 -11.011 1.470 -0.177
H20 -10.312 0.751 -1.652
H21 -11.054 -1.837 1.515
C11 2.685 -0.376 -1.641
N2 2.932 -0.845 -0.294
C12 4.246 -1.366 0.035
C13 1.976 -0.812 0.672
O2 2.125 -1.191 1.818
H22 2.846 -1.199 -2.341
H23 3.378 0.438 -1.868
H24 1.664 -0.014 -1.745
H25 4.147 -2.399 0.376
H26 4.673 -0.770 0.844
H27 4.902 -1.328 -0.833
H28 1.011 -0.399 0.322
C14 10.141 -0.200 -2.126
N3 8.910 -0.565 -1.455
C15 7.654 -0.029 -1.947
C16 8.894 -1.395 -0.377
O3 7.897 -1.739 0.229
H29 10.262 0.886 -2.083
H30 10.088 -0.520 -3.169
H31 11.000 -0.674 -1.649
H32 7.172 0.541 -1.150
H33 6.999 -0.858 -2.230
H34 7.823 0.616 -2.810
H35 9.898 -1.744 -0.086
C17 5.200 3.495 2.768
N4 5.697 2.572 1.768
C18 6.722 1.613 2.143
C19 5.236 2.574 0.491
O4 5.613 1.825 -0.392
H36 6.030 4.101 3.139
H37 4.765 2.927 3.594
H38 4.438 4.152 2.346
H39 7.605 1.769 1.519
H40 6.348 0.601 1.972
H41 6.990 1.732 3.193
H42 4.462 3.337 0.311



No. 2
Molecular formula: C19H42FN2O12
Method: DFT, ωB97M-V/def2-TZVPD

## Properties
- frontier orbital gap (eV) = 8.92
- total charge = +1
- E (eV) = -50644.1847
- HOMO (eV) = -12.1

Atoms and positions in Å:
C1 3.392 0.002 -0.038
C2 2.243 0.752 0.660
C3 1.451 1.586 -0.349
C4 0.508 2.657 0.248
N1 0.155 2.541 1.658
N2 -0.581 1.367 2.018
C5 -1.828 1.122 1.213
C6 -1.640 0.059 0.122
C7 -2.068 0.561 -1.254
F1 -2.264 -0.520 -2.087
H1 2.967 -0.856 -0.561
H2 4.096 -0.379 0.696
H3 3.868 0.648 -0.770
H4 1.604 -0.038 1.075
H5 2.666 1.350 1.470
H6 2.177 2.106 -0.974
H7 0.936 0.907 -1.030
H8 1.004 3.623 0.175
H9 -0.382 2.767 -0.370
H10 0.987 2.595 2.234
H11 -0.883 1.509 2.982
H12 -0.022 0.503 2.022
H13 -2.570 0.751 1.915
H14 -2.182 2.060 0.797
H15 -2.236 -0.828 0.334
H16 -0.605 -0.283 0.065
H17 -1.311 1.184 -1.732
H18 -2.986 1.141 -1.139
C8 4.493 2.991 5.478
O1 4.652 2.283 4.242
C9 5.615 1.352 4.280
O2 6.294 1.089 5.232
O3 5.682 0.776 3.081
C10 6.680 -0.253 2.978
H19 3.694 3.709 5.316
H20 4.219 2.309 6.280
H21 5.408 3.517 5.739
H22 6.478 -1.061 3.676
H23 7.670 0.158 3.160
H24 6.628 -0.633 1.962
C11 7.511 -4.696 0.864
O4 8.011 -5.496 1.935
C12 8.202 -4.836 3.076
O5 7.985 -3.665 3.257
O6 8.672 -5.690 3.976
C13 8.933 -5.115 5.261
H25 7.409 -5.363 0.013
H26 6.540 -4.276 1.120
H27 8.211 -3.898 0.622
H28 8.019 -4.714 5.694
H29 9.684 -4.332 5.185
H30 9.308 -5.924 5.880
C14 -9.539 0.389 -0.795
O7 -8.395 0.484 -1.656
C15 -7.319 -0.151 -1.216
O8 -7.222 -0.770 -0.190
O9 -6.339 0.016 -2.114
C16 -5.121 -0.638 -1.763
H31 -10.328 0.951 -1.283
H32 -9.842 -0.649 -0.678
H33 -9.321 0.827 0.177
H34 -5.274 -1.714 -1.686
H35 -4.740 -0.255 -0.817
H36 -4.415 -0.440 -2.556
C17 -7.184 0.266 -4.822
O10 -7.412 0.153 -6.232
C18 -7.052 1.228 -6.928
O11 -6.562 2.230 -6.474
O12 -7.322 1.004 -8.212
C19 -6.984 2.086 -9.084
H37 -7.513 -0.670 -4.385
H38 -6.127 0.414 -4.623
H39 -7.763 1.085 -4.405
H40 -5.917 2.293 -9.044
H41 -7.546 2.980 -8.821
H42 -7.258 1.763 -10.083